Below is the molecule C5H9NO, with properties calculated with ωB97M-V/def2-TZVPD.

Highest occupied orbital energy: -9.508 eV
Relative energy (zero: lowest compared OMol25 entry of this formula, charge and spin): 45.9 kcal per mole
Total charge: 0
LUMO level: 1.0 eV

Cartesian coordinates (Å):
N1 0.01 -1.22 1.14
C1 -1.11 -0.73 0.50
C2 -1.13 0.76 0.74
C3 0.37 1.12 0.53
C4 0.90 -0.23 0.03
C5 0.62 -0.35 -1.45
O1 -1.69 -1.32 -0.40
H1 0.01 -2.24 1.00
H2 -1.81 1.22 0.03
H3 -1.42 1.01 1.77
H4 0.88 1.39 1.45
H5 0.47 1.97 -0.16
H6 1.48 0.32 -1.66
H7 1.92 -0.51 0.24
H8 0.79 -1.32 -1.91
H9 -0.28 0.13 -1.85

---

Below is the molecule C5H9NO, with properties calculated with ωB97M-V/def2-TZVPD.

Highest occupied orbital energy: -10.335 eV
Relative energy (zero: lowest compared OMol25 entry of this formula, charge and spin): 55.3 kcal per mole
Total charge: 0
LUMO level: 0.8 eV

Cartesian coordinates (Å):
C1 -1.42 -0.57 -1.56
O1 -0.67 0.41 -0.83
C2 0.39 0.06 0.31
C3 1.56 1.03 0.13
C4 -0.28 0.18 1.67
C5 0.69 -1.29 -0.07
N1 0.68 -2.31 -0.61
H1 -0.85 -1.21 -2.26
H2 -2.16 -1.16 -0.98
H3 -1.95 0.27 -2.04
H4 1.15 2.03 0.18
H5 2.03 0.88 -0.85
H6 2.35 0.93 0.89
H7 0.41 0.08 2.52
H8 -1.07 -0.56 1.78
H9 -0.73 1.18 1.72

---

Below is a cluster of 2 separate species, C5H9NO in total, with properties calculated with ωB97M-V/def2-TZVPD.

Highest occupied orbital energy: -10.289 eV
Relative energy (zero: lowest compared OMol25 entry of this formula, charge and spin): 61.3 kcal per mole
Total charge: 0
LUMO level: 0.8 eV

Cartesian coordinates (Å):
C1 -1.19 0.13 0.38
C2 -0.10 0.53 -0.59
C3 -0.39 0.99 -1.81
C4 1.31 0.40 -0.09
O1 1.55 -0.85 0.54
C5 -0.99 0.76 1.69
N1 -0.76 1.26 2.70
H1 -0.29 -3.28 0.12
H2 -1.18 -0.96 0.52
H3 -2.18 0.40 0.00
H4 -1.41 1.13 -2.15
H5 0.22 -2.75 0.01
H6 0.40 1.25 -2.51
H7 2.01 0.49 -0.92
H8 1.52 1.22 0.61
H9 1.48 -0.73 1.50

---

Below is the molecule C5H9NO, with properties calculated with ωB97M-V/def2-TZVPD.

Highest occupied orbital energy: -9.217 eV
Relative energy (zero: lowest compared OMol25 entry of this formula, charge and spin): 44.6 kcal per mole
Total charge: 0
LUMO level: 0.9 eV

Cartesian coordinates (Å):
C1 2.26 0.22 0.05
C2 0.76 0.09 0.00
C3 -0.13 -0.72 -0.96
N1 -1.20 -0.66 0.07
C4 -2.06 0.50 -0.14
C5 -0.22 -0.33 1.08
O1 -0.32 -0.27 2.27
H1 2.80 -0.73 0.03
H2 2.53 0.76 0.97
H3 2.58 0.83 -0.80
H4 0.34 1.12 -0.16
H5 -0.37 -0.19 -1.89
H6 0.13 -1.76 -1.18
H7 -1.41 1.39 -0.34
H8 -2.72 0.35 -0.99
H9 -2.65 0.69 0.77

---

Below is the molecule C5H9NO, with properties calculated with ωB97M-V/def2-TZVPD.

Highest occupied orbital energy: -6.948 eV
Relative energy (zero: lowest compared OMol25 entry of this formula, charge and spin): 107.4 kcal per mole
Total charge: 0
LUMO level: 0.7 eV

Cartesian coordinates (Å):
C1 -1.59 -0.63 -1.77
C2 -0.04 0.61 0.34
C3 0.90 1.29 -0.64
C4 0.54 0.22 1.74
N1 0.39 -1.19 1.31
C5 -0.20 -0.87 0.15
O1 -0.71 -1.59 -0.73
H1 -1.12 -0.98 -2.71
H2 -1.01 1.09 0.35
H3 -2.51 -1.24 -1.70
H4 1.05 2.34 -0.37
H5 0.44 1.24 -1.63
H6 1.88 0.80 -0.67
H7 1.58 0.51 1.92
H8 -0.09 0.48 2.59
H9 0.47 -2.06 1.81

---

Below is a cluster of 2 separate species, C5H9NO in total, with properties calculated with ωB97M-V/def2-TZVPD.

Highest occupied orbital energy: -10.032 eV
Relative energy (zero: lowest compared OMol25 entry of this formula, charge and spin): 38.8 kcal per mole
Total charge: 0
LUMO level: 0.9 eV

Cartesian coordinates (Å):
C1 -1.32 0.08 0.77
C2 -0.44 0.78 -0.26
C3 -0.47 0.08 -1.63
C4 0.97 1.03 0.20
O1 1.38 0.94 1.33
C5 1.73 -1.83 1.18
N1 1.24 -2.42 0.32
H1 -1.16 -1.00 0.75
H2 -2.38 0.27 0.55
H3 -1.11 0.44 1.78
H4 -1.48 0.06 -2.03
H5 0.17 0.59 -2.36
H6 -0.12 -0.96 -1.54
H7 1.66 1.36 -0.61
H8 -0.82 1.81 -0.41
H9 2.15 -1.22 1.95

---

Below is a structure of composition C5H9NO, with properties calculated with ωB97M-V/def2-TZVPD.

Highest occupied orbital energy: -8.936 eV
Relative energy (zero: lowest compared OMol25 entry of this formula, charge and spin): 123.2 kcal per mole
Total charge: 0
LUMO level: 0.8 eV

Cartesian coordinates (Å):
C1 0.58 -1.00 0.76
C2 1.17 -0.27 -0.40
N1 0.39 -0.36 -1.64
C3 0.38 0.89 -0.88
C4 -0.87 1.09 -0.07
C5 -1.22 -0.20 0.66
O1 -1.66 -0.14 1.91
H1 0.42 -2.07 0.58
H2 1.19 -0.86 1.67
H3 -0.44 -0.58 1.63
H4 2.26 -0.23 -0.48
H5 1.00 -0.28 -2.45
H6 0.87 1.76 -1.30
H7 -1.74 1.37 -0.69
H8 -0.72 1.87 0.69
H9 -1.62 -0.98 0.00

---

Below is a cluster of 2 separate species, C5H9NO in total, with properties calculated with ωB97M-V/def2-TZVPD.

Highest occupied orbital energy: -9.060 eV
Relative energy (zero: lowest compared OMol25 entry of this formula, charge and spin): 95.7 kcal per mole
Total charge: 0
LUMO level: 0.5 eV

Cartesian coordinates (Å):
C1 1.31 0.69 0.04
C2 0.11 -0.26 0.06
C3 0.34 -1.44 0.98
C4 -1.33 0.31 0.29
N1 -1.62 0.06 -1.00
C5 -0.42 -0.62 -1.34
O1 -0.10 -1.26 -2.30
H1 2.20 0.13 -0.25
H2 1.49 1.12 1.03
H3 1.18 1.51 -0.67
H4 0.57 -1.08 1.99
H5 1.17 -2.06 0.63
H6 -0.56 -2.07 1.05
H7 -1.14 2.15 0.67
H8 -0.68 2.65 0.34
H9 -2.51 0.16 -1.49